Record 1
ORCA calculation (wB97M-V/def2-TZVPD) on a structure of composition C20H23F5N5ReS.

The geometry in XYZ format:
```
55
Properties=species:S:1:pos:R:3:forces:R:3
H 4.2524 -0.7754 0.4853 0.0 0.0 0.0
H 1.9944 -1.5330 0.0758 -0.1 -0.1 0.1
N -0.8306 1.8113 0.1044 0.4 -0.1 0.1
H -1.3489 4.2666 -2.1200 0.0 0.0 0.0
C -1.1548 2.4926 1.2182 -0.1 0.0 0.0
C -1.3103 3.7933 -1.1478 0.0 0.0 0.0
H -1.1707 -2.5985 -0.8156 -0.1 -0.1 0.0
C -0.9035 2.4807 -1.0625 0.0 0.1 0.0
F -0.1368 -0.7810 -6.0807 0.0 0.0 0.0
S -1.2720 -0.7111 2.4202 -0.2 0.2 -0.1
C -0.0887 -0.3685 -1.9351 -0.2 0.1 0.1
H -2.4015 -3.1206 3.9413 0.0 0.0 0.0
C -1.2565 -0.9564 -4.0173 0.0 0.0 0.0
C -1.5039 -2.3755 2.2065 0.1 0.1 0.1
F -2.3631 -1.3925 -4.6146 0.0 0.0 0.0
C -1.5150 -4.4222 1.3160 -0.1 0.0 0.1
H 0.9970 1.4872 2.1903 0.0 0.0 0.1
F 2.0946 0.1002 -4.8161 0.0 0.0 0.0
H 2.9641 -1.7492 2.4606 0.0 0.0 0.0
H -2.3599 6.3088 0.9200 0.0 0.0 0.0
Re -0.2661 -0.2983 0.2056 -0.5 -0.7 -0.1
H 0.3238 -2.9537 -0.2032 0.0 0.0 0.0
C 2.4906 0.1052 1.4131 0.0 -0.1 0.0
H 1.7808 -0.7314 3.3019 0.0 0.0 0.0
F 2.1399 0.4010 -2.1706 0.0 0.0 0.0
C -1.1920 -0.8071 -2.6456 0.0 0.0 0.1
H -1.0886 1.9526 2.1514 0.0 0.0 0.0
C -0.1291 -0.6472 -4.7602 0.0 0.0 0.0
H 3.7149 0.7250 -0.2836 0.0 0.0 0.0
H -1.8751 -5.3042 -0.5897 0.0 0.0 0.0
C -2.0988 5.9238 -0.0630 0.0 0.0 0.0
H -2.9656 6.0217 -0.7176 0.0 0.0 0.0
C 1.0107 -0.2022 -4.1074 0.0 0.0 0.0
C 1.5047 -0.6629 0.5393 0.7 0.6 0.1
C 2.0050 1.5063 1.7792 0.1 0.0 0.0
H 2.6535 1.9361 2.5452 0.0 0.0 -0.1
C -1.6540 4.4971 0.0029 0.0 0.0 0.0
H -0.2533 -5.5994 0.0627 0.0 0.0 0.0
H -1.3062 6.5466 -0.4803 0.0 0.0 0.0
N -2.0500 -4.5436 2.4865 0.0 -0.1 -0.1
H 4.5384 0.7739 1.2805 0.0 0.0 0.0
N -2.0335 -3.2845 3.0179 0.0 0.0 0.0
C -1.5587 3.8084 1.2087 0.0 0.0 0.0
C 3.8271 0.2130 0.6711 0.0 0.0 0.0
N -0.5603 -2.4882 -0.0041 0.0 0.1 -0.1
C 2.6874 -0.7184 2.6942 0.0 0.0 0.0
H -1.8013 4.2920 2.1450 0.0 0.0 0.0
H 2.0212 2.1678 0.9110 -0.1 0.0 0.0
H -0.6170 1.9322 -1.9456 0.0 0.0 0.0
N -1.1608 -3.0964 1.1136 0.1 0.0 0.0
F -2.3176 -1.1309 -1.9238 0.0 0.0 0.0
H 3.4930 -0.2861 3.2907 0.0 0.0 0.0
C 1.0104 -0.0697 -2.7278 0.0 0.0 0.0
H -1.6509 -6.4365 0.7510 0.0 0.0 0.0
C -1.3084 -5.4989 0.3220 0.0 0.0 0.0
```
Forces are in eV/Å.

Computed properties:
E_LUMO (spin up / spin down) ... -0.103 / -0.120 hartree
Kohn-Sham gap (spin up / spin down) ... 7.901 / 7.148 eV
Net charge ... +1
2S+1 ... 2

=====

Record 2
ORCA calculation (wB97M-V/def2-TZVPD) on a structure of composition C32H66As3CaN7O4 in a non-equilibrium geometry.

The geometry in XYZ format:
```
113
Properties=species:S:1:pos:R:3:forces:R:3
H 0.8485 3.6015 2.5773 0.0 0.1 0.1
C -1.1157 3.4166 1.8085 -0.6 -0.2 -0.2
C 3.3219 -0.6519 -0.2869 -0.8 0.3 -0.4
H -4.2790 0.3634 -0.7181 0.0 0.0 0.1
C 4.6623 -0.7614 -0.6847 0.4 -0.1 -0.1
N 2.3729 -0.0470 -1.1088 0.7 -0.1 0.3
H -2.1415 -0.7454 -6.2299 0.0 0.0 0.0
C 1.0888 0.9443 7.5096 0.0 -0.2 -0.2
H 4.1918 1.4278 6.6088 0.0 0.1 0.0
H 0.0476 2.1181 3.0537 0.0 -0.2 0.0
C -2.7876 2.4648 -2.2255 -0.1 0.3 0.0
C -1.5199 -1.2612 -4.1962 -0.1 -0.1 0.1
H -1.0943 0.8640 -4.1635 0.2 0.0 0.0
C -2.6759 -2.2262 -3.8327 0.5 0.1 -0.2
N 0.9541 -0.0962 4.0617 -0.2 0.0 0.2
H 5.9286 -2.3330 2.0485 -0.1 0.1 0.0
C 5.6080 -1.3746 0.1802 0.1 0.1 -0.2
C 5.2132 -1.8567 1.3881 -0.3 -0.1 0.2
C -4.2433 -2.9786 -6.2905 0.0 0.0 -0.1
H 1.4264 -0.7518 2.3383 0.1 0.2 0.2
C 1.9278 2.8529 0.5323 -0.3 -0.6 0.6
C -1.0925 -3.8266 -1.4974 -0.1 -0.3 0.1
C 2.7685 0.4110 -2.2807 -0.2 -0.1 0.3
H 3.5350 -2.1536 2.7447 0.1 0.0 -0.1
N 1.0160 -0.0565 6.4358 -0.1 0.1 0.2
C 2.9222 -1.1801 0.9777 -0.9 0.3 -0.2
H -2.9063 2.5901 -3.2983 -0.1 0.1 -0.1
H 0.7617 4.4832 -0.2691 -0.1 0.1 0.0
H 2.4574 1.5622 3.2350 0.0 0.0 0.1
C 4.0868 0.3185 -2.7609 -0.1 0.1 -0.1
H -0.0107 2.7290 -3.3777 -0.1 -0.2 0.0
H -3.7535 -3.9448 -6.1685 0.0 0.0 0.0
H -1.1643 -2.2128 -6.1255 0.0 0.1 0.1
H -2.0400 0.3640 2.9441 -0.1 -0.1 -0.1
H 1.0939 -2.0032 1.3476 0.0 0.0 0.0
H 2.6432 2.1274 0.1579 0.0 -0.2 0.0
H 0.6153 -1.0942 -3.8182 0.0 0.1 0.0
H -4.9787 0.3099 -4.2605 0.0 0.0 -0.1
C 1.7129 -3.1780 -1.9381 0.0 0.0 0.0
H -5.8176 -0.4011 -5.6301 0.0 0.1 0.0
H -2.6446 -3.2889 1.3564 0.0 0.0 0.0
H 2.0671 -3.5469 -0.9762 0.0 0.0 0.0
H -2.8313 -2.2299 -2.7613 0.1 0.1 0.2
As 0.0096 -2.2620 -1.7251 0.1 0.3 -0.3
H -3.4473 3.5843 0.6042 0.0 0.1 -0.1
C 3.7781 0.5153 6.1800 -0.2 0.0 -0.2
C 0.5485 3.4145 -2.7530 0.1 0.0 0.3
C -0.1116 -0.9635 6.5466 0.1 0.1 0.0
H 1.5736 -4.0155 -2.6189 0.1 -0.1 0.0
H 3.3581 -0.0900 6.9776 0.0 0.0 0.0
C -1.8416 0.1814 -3.7537 0.2 -0.2 0.1
H 3.8333 2.2699 4.1171 0.0 0.0 0.1
H 2.4537 -2.4933 -2.3506 0.0 0.0 0.0
H 6.0538 -0.3414 -2.2910 -0.1 0.0 0.1
C -3.7153 -0.2393 -1.4267 0.0 0.1 0.1
As -4.5166 -2.1868 -4.5294 -0.4 -0.2 0.0
H 0.0136 -1.8182 5.8861 0.1 0.0 0.0
H -3.0296 -0.7652 3.7917 0.0 0.0 0.0
N -2.3121 -0.5986 3.1050 0.0 -0.1 -0.3
C 3.2754 1.3511 3.9214 0.1 -0.2 0.1
H -0.0178 4.3418 -2.6540 0.0 0.1 0.0
H -1.4582 4.1079 2.5815 -0.1 0.0 0.2
H -0.0097 -0.3669 4.2279 0.0 -0.1 0.0
C 0.1748 2.8192 2.2343 0.9 -0.3 -0.5
H 0.0965 1.3666 7.6884 0.0 0.0 0.0
C -1.2998 -1.2060 -5.7136 0.0 -0.1 -0.2
H -3.7589 2.5421 -1.7499 -0.1 0.1 0.0
O -1.4830 -1.1587 1.0492 -0.2 0.3 0.5
H -5.2239 -3.1466 -6.7347 0.0 0.0 0.0
H -0.4028 -0.6233 -5.9472 -0.1 0.0 0.0
C -2.1824 -1.4442 2.0446 0.4 0.1 -0.3
H -3.6541 3.4991 2.3668 0.0 0.0 0.1
H -3.6513 -2.3458 -6.9498 0.0 -0.1 0.0
As -2.0685 0.7125 -1.8675 -0.2 -0.6 -0.4
H 4.5942 -0.0477 5.7210 0.0 0.0 0.0
O 0.7563 2.7996 -1.4774 -0.1 0.2 -0.4
H -2.1291 -3.5664 -1.2986 0.0 0.0 0.0
H -3.4963 -1.2038 -0.9708 0.0 0.1 0.0
O 0.8399 2.0977 1.1443 0.3 0.8 0.6
Ca 0.1216 0.1961 -0.0797 -0.1 0.4 0.4
H -0.6834 -4.3804 -0.6533 0.0 -0.1 0.0
H 2.4320 3.4505 1.2837 0.0 0.1 0.2
H 4.3331 0.7087 -3.7411 0.0 0.0 0.1
H -4.1128 0.0427 -5.8004 0.0 0.0 0.0
H 1.4429 0.4977 8.4395 0.0 0.0 0.0
H -2.3708 -3.2486 -4.0739 0.1 0.0 -0.1
H -0.1686 -1.3371 7.5679 0.0 0.0 0.0
H 2.2854 4.1588 -1.0793 0.1 0.0 -0.1
C 1.5338 0.2074 5.1893 0.1 0.0 -0.2
H -1.0371 -4.4498 -2.3873 -0.1 -0.1 0.0
N 2.7591 0.8148 5.1724 0.2 0.2 0.0
C 3.8524 -1.7575 1.7844 0.4 -0.2 0.2
C -3.3874 2.9306 1.4754 0.4 -0.2 0.0
C 1.4314 3.6841 -0.5922 -0.2 0.0 -0.4
H -2.7776 0.4771 -4.2023 -0.2 0.0 -0.2
O -2.0694 2.3770 1.6123 -0.2 0.2 0.1
C -4.8577 -0.3569 -5.1145 -0.1 0.2 -0.1
H -4.3185 -0.3841 -2.3157 -0.1 0.0 0.0
H -4.0847 2.1111 1.3534 0.0 -0.2 0.0
H 1.7569 1.7545 7.2363 0.0 0.0 0.0
H 0.0806 -2.7129 -4.1761 0.0 -0.1 -0.1
N 1.5104 -1.0748 1.3609 1.1 -0.4 -0.1
H 2.0069 0.8847 -2.8960 0.0 0.0 0.1
H -3.3490 -2.9249 2.8975 0.0 -0.1 0.0
H -2.1316 3.2415 -1.8383 0.0 0.0 0.0
H 6.6443 -1.4553 -0.1390 -0.2 0.0 0.0
N -2.7903 -2.6432 2.1117 -0.1 0.1 0.2
H 1.5057 3.6357 -3.2282 0.1 0.0 0.0
H -1.0663 -0.4736 6.3202 0.0 0.0 0.0
H 3.9556 0.6401 3.4315 -0.1 0.1 0.0
C 5.0221 -0.2589 -1.9602 0.3 -0.1 0.1
H -1.0027 3.9869 0.8857 0.0 0.1 -0.1
C -0.1909 -1.8099 -3.6274 -0.1 0.1 0.1
```
Forces are in eV/Å.

Computed properties:
E_LUMO ... -0.173 hartree
Kohn-Sham gap ... 7.491 eV
Net charge ... +2

=====

Record 3
ORCA calculation (wB97M-V/def2-TZVPD) on a cluster of 12 separate species, C39H75F36N11P6 in total in a non-equilibrium geometry.

The geometry in XYZ format:
```
167
Properties=species:S:1:pos:R:3:forces:R:3
H 8.5881 -28.8902 -2.9378 -0.3 -0.3 0.0
C 6.8161 -30.4017 -6.1962 -1.6 1.0 -0.1
F 3.8076 -26.8774 -9.1148 0.6 -1.6 0.0
H 3.3417 -30.6214 -6.2862 0.4 -0.1 -0.1
F 1.1163 -37.7431 -14.1053 0.2 -0.1 0.4
H -0.6793 -36.3810 -9.4965 -0.2 0.1 0.0
H -1.1004 -44.5818 -6.9871 0.1 0.1 -0.1
H 7.7878 -38.7007 -11.5453 0.1 -0.7 0.2
F 0.8124 -31.5035 -3.8165 0.8 -1.3 -1.0
H 11.1669 -33.4345 -3.7929 -0.5 0.4 0.6
P 0.2222 -36.7230 -13.1614 -1.2 -2.1 -2.1
F -4.8647 -36.8359 -7.6263 0.0 -0.4 0.5
F 0.0528 -37.9978 -12.1751 0.4 0.5 1.8
H 5.9622 -29.9616 -6.7112 0.5 0.4 -0.8
F 2.9818 -39.9732 -5.6816 0.4 0.6 -1.1
H 5.2427 -32.3081 -16.3206 0.6 -0.4 -0.1
C -6.1457 -37.2345 -10.8951 -1.7 -0.7 -0.4
H 6.1979 -30.9755 -5.5057 0.9 -0.3 0.8
H 3.8190 -41.0026 -12.0397 0.2 -0.2 0.0
F 2.9945 -37.7218 -6.4676 0.8 -0.1 -0.7
H -0.4270 -32.6273 -8.4993 -0.4 0.6 -0.1
C -3.6461 -35.6569 -11.5729 -0.4 -1.3 0.2
C 6.7913 -38.4819 -11.1614 -0.4 -0.3 -0.7
N 10.3428 -31.4181 -4.0610 -1.9 0.7 -1.7
C 4.9885 -30.5026 -13.5610 -0.6 -2.1 0.4
C 6.8384 -38.2963 -9.6427 1.8 0.4 -0.3
H 12.3232 -32.0891 -3.6100 -0.2 0.1 -0.1
H 6.6522 -37.5660 -11.7357 -0.6 0.5 0.6
F 4.5820 -30.0836 -8.7246 0.6 -0.2 -0.5
H 3.5975 -29.9080 -12.0267 -0.1 -0.3 0.6
H -1.3676 -35.8665 -7.8675 -0.1 -0.3 0.0
C 5.5794 -38.0119 -8.9563 -2.4 0.1 -0.8
H 2.0513 -40.6019 -9.5804 0.2 0.1 0.2
F -5.3518 -37.8132 -5.5410 0.3 0.3 -0.9
H 2.9722 -34.1925 -11.7757 0.5 -0.2 0.6
H -0.0095 -41.9082 -7.1173 0.0 -0.4 0.4
F -0.3951 -29.8475 -3.2286 -0.5 1.7 0.8
H 2.9873 -32.2757 -5.7415 0.4 0.1 0.5
H 2.8187 -38.0889 -10.6964 0.0 0.2 -0.3
F 0.7376 -39.8985 -5.6608 -0.6 -0.3 -1.0
H 6.2370 -40.5095 -11.5085 -0.5 -0.2 0.5
F -4.0829 -36.1755 -4.4839 0.1 0.1 -0.9
H 1.3299 -31.1393 -7.2641 -0.2 -0.2 0.0
P -4.5029 -36.4925 -6.0523 0.5 0.3 3.0
C -1.9056 -40.0447 -7.7196 -0.4 1.0 -1.0
H 5.1914 -37.0637 -9.3285 -0.3 0.3 0.4
C 2.2029 -40.8829 -10.6226 0.7 -0.1 0.7
H 2.7969 -32.9864 -10.4128 0.2 0.2 -0.3
C 2.0333 -32.4466 -12.4251 -1.5 0.3 1.1
F -0.9078 -30.5143 -10.1391 -0.3 -1.3 -0.3
F 1.8330 -39.3512 -7.5725 -0.1 -0.1 -1.7
H 5.7343 -29.7217 -13.5799 0.0 -0.3 -0.1
H 7.5050 -37.4460 -9.4991 0.3 -0.1 0.3
H -3.6148 -45.3117 -6.9609 -0.4 -0.2 -0.1
N 3.1530 -31.7994 -13.0662 4.1 1.5 -2.4
C 10.0386 -30.5951 -2.9955 -2.1 1.0 -1.7
C -4.9654 -34.9456 -11.2540 1.7 -0.2 0.1
C 2.3570 -34.2566 -8.1754 1.9 4.9 2.5
F -1.6461 -32.5510 -11.1011 -0.1 -0.4 0.2
C 2.3445 -33.4435 -11.2929 0.7 -0.7 -1.4
C -1.4417 -39.5575 -9.1199 0.1 -0.5 0.3
F -1.4409 -31.7719 -3.4826 -0.2 -0.6 -0.8
H -9.9586 -35.6447 -11.9177 0.1 -0.3 -0.5
C 7.7102 -29.2968 -5.5801 -0.9 -2.3 -0.5
C 11.4314 -32.4335 -4.1337 -0.4 -0.1 -0.7
N -8.2727 -36.5848 -11.2374 5.2 1.1 -1.1
H 1.4998 -32.8928 -13.2643 -0.4 -0.3 0.5
F -2.1341 -30.6151 -12.0756 -0.8 0.4 0.5
H -10.2551 -36.6926 -10.6164 0.3 -0.2 0.3
H -1.9061 -40.0986 -9.9444 0.0 -0.6 0.2
H -1.2823 -39.6709 -6.9073 0.2 -0.3 -0.1
F 0.7386 -37.6697 -6.3431 0.1 -0.5 -1.3
H -1.7059 -34.8808 -9.2963 -0.2 -0.4 -0.2
C -3.1512 -42.2350 -7.8351 2.3 -1.4 -0.1
F 0.3253 -29.8613 -5.3477 1.7 0.1 -1.2
F -5.7660 -35.5839 -5.7749 -1.1 0.1 -1.1
H 5.6072 -39.4987 -12.7393 -0.8 0.4 0.2
H 1.5788 -36.2724 -8.6598 0.6 0.0 0.1
N 1.6657 -33.0806 -7.9384 -0.2 -3.1 -2.1
P 4.2188 -28.4836 -8.9468 -3.0 1.6 1.4
C -3.6566 -44.7558 -7.8975 -0.1 -0.6 0.5
F 4.9173 -28.4921 -10.3513 1.3 0.0 -0.8
C 8.9710 -29.7694 -3.4345 1.9 -0.8 0.8
N 0.1826 -34.7287 -8.5895 4.6 2.7 0.3
C 5.8653 -31.8558 -15.5486 -0.4 0.3 -0.3
F 2.8246 -28.9196 -9.6648 0.1 -0.3 -0.8
C 4.5870 -39.1322 -9.3030 0.6 -1.0 0.4
C 2.1551 -31.7645 -7.6051 1.4 1.6 0.6
H 1.6099 -40.1527 -11.1734 0.1 -0.2 -0.5
N 4.9767 -31.6516 -14.4108 -1.9 2.0 0.7
H 4.9615 -40.0493 -8.8481 0.2 -0.2 -0.1
H -7.9213 -38.6821 -10.7482 0.1 0.2 0.0
H 0.6223 -42.3024 -10.4191 -0.2 -0.3 -0.7
H 5.7076 -37.9955 -7.8740 -0.2 0.2 -0.1
N -1.9924 -41.5247 -7.6549 -2.5 -0.2 0.2
H 11.6411 -32.6171 -5.1874 0.3 0.5 0.0
P -2.3833 -31.1734 -10.5853 0.0 1.6 1.7
F 1.5593 -36.2481 -12.3921 0.3 0.3 0.3
F 0.3752 -35.7085 -14.3542 0.6 1.7 -0.2
H 10.5613 -30.6064 -2.0505 -0.1 -0.1 -0.2
H -5.1798 -37.6924 -10.7408 -0.4 -0.4 0.3
H 4.2902 -37.3770 -11.4781 0.0 -0.3 0.1
F -0.5640 -31.9493 -5.6316 0.2 -0.6 -0.6
H -4.1197 -41.8119 -8.0573 0.1 -0.2 -0.1
C -1.5577 -43.6373 -7.2425 2.7 1.0 0.0
F -2.5027 -31.9175 -9.1055 0.3 0.1 -0.6
C 1.4956 -35.2050 -8.5179 -5.3 -3.5 -0.9
H -3.2494 -45.3883 -8.6863 0.1 0.2 0.0
P 1.8875 -38.8230 -6.0890 -1.2 -0.2 3.9
H -3.4123 -36.3742 -10.7862 0.1 0.1 0.4
H -5.0432 -34.1236 -11.9656 -1.0 -0.3 -0.2
F -3.0194 -29.8128 -9.9191 0.1 -1.1 -1.3
C -0.9855 -42.3443 -7.2717 -1.2 -1.8 -0.2
H -2.8768 -39.5785 -7.5537 -0.3 -0.5 0.3
C 9.4534 -31.0820 -5.1185 1.5 0.2 1.7
H 1.4111 -31.7085 -11.9190 -0.2 0.5 -0.7
H 6.2006 -30.8970 -15.9438 -0.2 0.1 0.2
H 7.1966 -28.6061 -4.9115 0.0 0.0 -0.3
H 9.5628 -31.3850 -6.1493 0.0 -0.4 0.3
H -0.3587 -39.6577 -9.1907 0.0 0.3 -0.3
H 7.2335 -39.1254 -9.0556 0.7 -0.4 -0.7
F 5.5138 -28.0575 -8.0952 0.7 -0.2 -0.6
N -6.1254 -35.9089 -11.2368 -2.1 1.4 -1.2
C 3.6635 -38.2614 -11.3631 -0.6 -1.3 -0.4
H 3.4070 -34.3522 -7.9416 -0.1 0.1 -0.1
H -4.8392 -34.4664 -10.2831 -0.6 -0.2 0.2
C 1.6629 -42.3469 -10.7407 1.0 1.3 0.7
C 3.9378 -30.6702 -12.7120 -0.8 0.6 0.0
H 4.2619 -32.0527 -7.0181 0.1 0.3 0.2
C 3.7226 -40.7980 -10.9735 -1.0 0.8 -0.3
H -7.7261 -34.5401 -11.8775 0.2 -0.1 0.1
N 4.4271 -39.4334 -10.7947 0.9 0.4 -0.7
C -7.3925 -35.5188 -11.5656 -0.6 -2.8 2.2
H -3.7419 -36.3187 -12.4337 0.1 0.4 -0.5
N 8.6378 -30.0828 -4.7381 2.7 -0.3 1.6
H 8.2346 -28.8140 -6.4047 0.2 0.3 0.4
F 3.3882 -28.5860 -7.5826 0.0 0.3 1.0
H 1.4707 -34.0341 -11.0176 -0.4 0.5 -0.2
C -9.6409 -36.6056 -11.5127 -2.3 0.1 0.0
C 3.3406 -31.6718 -6.5772 -2.0 -1.2 -0.2
F -3.7287 -35.1723 -6.6371 0.5 -0.8 0.3
F -0.6637 -35.6584 -12.3333 0.8 0.0 1.2
F -3.9029 -31.6902 -10.9543 1.3 -0.1 -0.1
P -0.5387 -30.8511 -4.4476 -0.4 0.8 2.2
H 3.5907 -39.0354 -8.8716 0.0 0.3 -0.3
C -0.9878 -35.5645 -8.8436 -0.6 0.9 0.1
C -7.4888 -37.7147 -10.9569 2.2 2.7 0.5
C 5.7771 -39.5335 -11.6632 0.5 0.1 2.1
N -2.8223 -43.5921 -7.6723 -1.3 3.9 -0.3
H -2.7575 -35.0360 -11.6869 -0.5 0.4 -0.1
H -1.7807 -38.5482 -9.3534 0.3 0.2 0.6
H 7.3778 -31.0525 -6.8663 -0.1 0.1 0.0
F -1.7990 -30.0785 -5.0355 -1.0 -0.5 0.0
H -9.8584 -37.4687 -12.1419 -0.2 0.4 -0.3
H -4.6868 -44.5082 -8.1535 0.2 0.3 0.2
H 3.3011 -38.6353 -12.3206 -0.2 0.6 -0.1
H 3.3883 -33.0713 -14.7837 0.2 -0.1 0.0
H 2.6312 -31.3172 -8.4776 -0.5 0.1 -0.7
C 0.3685 -33.3520 -8.4081 -0.9 -1.9 1.3
F -3.1496 -37.4211 -6.0396 -0.1 0.1 -1.6
F -1.1664 -37.2174 -13.7880 -0.5 -0.4 -0.9
F 1.8811 -38.3615 -4.5837 0.7 0.7 1.0
C 3.7875 -32.2531 -14.2026 0.1 -0.8 1.7
H 2.1503 -42.9356 -9.9637 0.2 -0.2 -0.1
H 6.7584 -32.4094 -15.2587 -0.3 -0.3 -0.1
H 1.9058 -42.7884 -11.7073 -0.6 0.0 0.0
H 4.3175 -41.5024 -10.3921 -0.1 0.0 -0.1
```
Forces are in eV/Å.

Computed properties:
E_LUMO (spin up / spin down) ... -0.118 / -0.274 hartree
Kohn-Sham gap (spin up / spin down) ... 7.552 / 3.283 eV
Net charge ... +1
2S+1 ... 2